Entry 1:
{"formula": "C42H117N9O15", "method": "the ωB97M-V functional and the def2-TZVPD basis", "e_homo_ev": -8.9, "e_lumo_ev": 0.5, "energy_ha": -3291.50148, "smiles": "COC[C@H](C)N.COC[C@H](C)N.COC[C@H](C)N.COC[C@H](C)N.COC[C@H](C)N.COC[C@H](C)N.COC[C@H](C)N.COC[C@H](C)N.COC[C@H](C)N.OCCO.OCCO.OCCO", "relative_energy_kcal_mol": 68.94, "elements": ["C", "O", "C", "C", "C", "N", "H", "H", "H", "H", "H", "H", "H", "H", "H", "H", "H", "C", "O", "C", "C", "C", "N", "H", "H", "H", "H", "H", "H", "H", "H", "H", "H", "H", "C", "O", "C", "C", "C", "N", "H", "H", "H", "H", "H", "H", "H", "H", "H", "H", "H", "C", "O", "C", "C", "C", "N", "H", "H", "H", "H", "H", "H", "H", "H", "H", "H", "H", "C", "O", "C", "C", "C", "N", "H", "H", "H", "H", "H", "H", "H", "H", "H", "H", "H", "C", "O", "C", "C", "C", "N", "H", "H", "H", "H", "H", "H", "H", "H", "H", "H", "H", "C", "O", "C", "C", "C", "N", "H", "H", "H", "H", "H", "H", "H", "H", "H", "H", "H", "C", "O", "C", "C", "C", "N", "H", "H", "H", "H", "H", "H", "H", "H", "H", "H", "H", "C", "O", "C", "C", "C", "N", "H", "H", "H", "H", "H", "H", "H", "H", "H", "H", "H", "O", "C", "C", "O", "H", "H", "H", "H", "H", "H", "O", "C", "C", "O", "H", "H", "H", "H", "H", "H", "O", "C", "C", "O", "H", "H", "H", "H", "H", "H"], "coordinates": [[3.478, 1.228, -0.114], [4.673, 1.503, -0.788], [5.571, 2.377, -0.112], [5.172, 3.846, -0.146], [5.755, 4.473, -1.393], [5.589, 4.441, 1.100], [3.617, 0.514, 0.765], [2.730, 0.857, -0.884], [2.928, 2.015, 0.431], [5.635, 1.872, 0.891], [6.505, 2.259, -0.626], [4.082, 3.788, -0.125], [5.543, 5.532, -1.589], [5.469, 3.887, -2.290], [6.833, 4.440, -1.377], [5.394, 5.467, 1.201], [6.645, 4.419, 1.051], [-0.609, -5.900, -3.739], [-0.881, -5.757, -5.107], [-1.217, -6.917, -5.754], [-1.668, -6.602, -7.170], [-2.039, -7.901, -7.847], [-0.650, -5.821, -7.909], [-0.615, -4.914, -3.277], [0.416, -6.363, -3.588], [-1.403, -6.424, -3.230], [-0.386, -7.531, -5.892], [-2.048, -7.457, -5.316], [-2.572, -6.067, -7.087], [-2.491, -7.615, -8.806], [-2.778, -8.513, -7.338], [-1.144, -8.558, -7.983], [-0.280, -6.217, -8.806], [0.139, -5.446, -7.339], [6.602, -1.186, 2.589], [6.494, -2.134, 1.557], [5.806, -1.887, 0.349], [4.400, -2.409, 0.409], [4.378, -3.877, 0.896], [3.738, -2.210, -0.856], [6.704, -0.124, 2.212], [7.496, -1.429, 3.139], [5.722, -1.190, 3.291], [5.827, -0.840, 0.048], [6.285, -2.440, -0.478], [3.985, -1.791, 1.269], [4.880, -4.170, 1.807], [4.752, -4.448, 0.080], [3.325, -4.227, 1.022], [3.897, -3.027, -1.444], [2.825, -1.885, -0.801], [-0.445, 5.347, 0.496], [0.865, 5.190, -0.052], [0.916, 5.505, -1.433], [2.065, 4.680, -2.102], [2.149, 5.183, -3.589], [1.901, 3.276, -2.116], [-0.341, 5.057, 1.516], [-1.203, 4.717, 0.004], [-0.798, 6.340, 0.349], [0.050, 5.147, -1.920], [1.074, 6.595, -1.538], [2.998, 4.986, -1.631], [2.869, 4.598, -4.128], [2.454, 6.201, -3.536], [1.157, 5.147, -4.100], [1.043, 3.027, -2.621], [1.747, 3.012, -1.140], [-1.487, -2.574, -6.017], [-0.231, -2.545, -5.383], [0.013, -1.395, -4.632], [1.440, -1.441, -4.161], [1.727, -2.632, -3.289], [1.714, -0.201, -3.483], [-1.481, -1.928, -6.898], [-2.281, -2.205, -5.376], [-1.669, -3.631, -6.257], [-0.187, -0.433, -5.161], [-0.650, -1.395, -3.720], [2.099, -1.439, -5.054], [1.408, -3.540, -3.798], [1.188, -2.563, -2.320], [2.752, -2.814, -3.025], [1.712, 0.610, -4.100], [2.603, -0.209, -3.020], [-5.133, 1.032, 5.923], [-6.405, 0.923, 6.568], [-7.021, -0.332, 6.393], [-8.285, -0.371, 7.229], [-9.004, -1.656, 6.990], [-9.159, 0.753, 6.879], [-4.327, 0.302, 6.217], [-4.813, 2.011, 6.200], [-5.239, 0.895, 4.839], [-7.446, -0.268, 5.384], [-6.368, -1.179, 6.640], [-8.072, -0.318, 8.273], [-8.442, -2.585, 7.341], [-9.272, -1.841, 5.901], [-10.030, -1.572, 7.413], [-8.620, 1.599, 6.975], [-9.210, 0.658, 5.891], [1.694, 1.423, 4.097], [1.124, 0.150, 3.890], [2.170, -0.883, 3.670], [1.824, -2.161, 4.346], [2.846, -3.267, 3.965], [0.479, -2.460, 3.869], [2.437, 1.683, 3.305], [2.165, 1.469, 5.110], [0.892, 2.169, 4.064], [2.183, -1.061, 2.549], [3.092, -0.473, 3.877], [1.803, -1.953, 5.428], [3.847, -2.956, 4.168], [2.807, -3.494, 2.871], [2.673, -4.254, 4.520], [-0.041, -1.628, 4.160], [0.079, -3.261, 4.342], [0.166, 3.190, -6.317], [-0.363, 2.213, -5.380], [-1.535, 2.700, -4.712], [-1.888, 1.717, -3.595], [-3.062, 2.195, -2.894], [-0.873, 1.570, -2.596], [0.636, 4.013, -5.803], [-0.556, 3.547, -7.038], [0.942, 2.718, -6.952], [-1.474, 3.722, -4.335], [-2.396, 2.758, -5.440], [-2.076, 0.779, -4.131], [-3.702, 2.644, -3.692], [-2.895, 3.053, -2.207], [-3.661, 1.337, -2.434], [-0.122, 0.928, -2.854], [-1.155, 1.327, -1.674], [0.241, 1.000, 0.277], [-1.136, 0.641, 0.387], [-1.510, -0.502, 1.109], [-1.130, -1.751, 0.339], [-1.764, -1.735, -1.066], [-1.355, -2.898, 1.222], [0.818, 0.164, -0.102], [0.543, 1.222, 1.252], [0.283, 1.834, -0.442], [-0.906, -0.521, 2.004], [-2.545, -0.389, 1.408], [-0.027, -1.731, 0.151], [-1.322, -2.547, -1.634], [-1.599, -0.848, -1.634], [-2.813, -1.956, -1.088], [-0.988, -3.731, 0.786], [-0.832, -2.796, 2.099], [-4.895, -4.888, 1.700], [-5.061, -4.781, 3.099], [-4.842, -3.300, 3.454], [-3.450, -2.844, 3.390], [-5.200, -5.746, 1.455], [-6.050, -5.143, 3.474], [-4.367, -5.451, 3.654], [-5.222, -3.204, 4.426], [-5.523, -2.699, 2.800], [-3.041, -2.762, 2.497], [3.580, 4.406, 3.308], [2.353, 5.020, 2.757], [2.550, 6.399, 2.162], [3.068, 6.348, 0.834], [4.179, 4.237, 2.592], [1.752, 4.373, 2.060], [1.613, 5.199, 3.545], [3.165, 6.981, 2.893], [1.543, 6.869, 2.131], [2.278, 5.976, 0.384], [-2.611, 4.737, 3.036], [-2.605, 3.745, 3.969], [-2.469, 2.332, 3.401], [-1.261, 2.394, 2.609], [-2.175, 4.337, 2.211], [-1.707, 3.871, 4.581], [-3.428, 3.711, 4.696], [-3.370, 2.079, 2.844], [-2.334, 1.684, 4.280], [-1.315, 1.846, 1.792]]}

---

Entry 2:
{"formula": "C42H119N9O13", "method": "the ωB97M-V functional and the def2-TZVPD basis", "e_homo_ev": -8.8, "e_lumo_ev": 0.1, "energy_ha": -3142.30656, "relative_energy_kcal_mol": 40.55, "elements": ["C", "C", "O", "H", "H", "H", "H", "H", "H", "C", "C", "O", "H", "H", "H", "H", "H", "H", "C", "C", "O", "H", "H", "H", "H", "H", "H", "O", "H", "H", "C", "C", "C", "O", "C", "N", "H", "H", "H", "H", "H", "H", "H", "H", "H", "H", "H", "C", "C", "C", "O", "C", "N", "H", "H", "H", "H", "H", "H", "H", "H", "H", "H", "H", "C", "C", "C", "O", "C", "N", "H", "H", "H", "H", "H", "H", "H", "H", "H", "H", "H", "C", "C", "C", "O", "C", "N", "H", "H", "H", "H", "H", "H", "H", "H", "H", "H", "H", "C", "C", "C", "O", "C", "N", "H", "H", "H", "H", "H", "H", "H", "H", "H", "H", "H", "C", "C", "C", "O", "C", "N", "H", "H", "H", "H", "H", "H", "H", "H", "H", "H", "H", "C", "C", "C", "O", "C", "N", "H", "H", "H", "H", "H", "H", "H", "H", "H", "H", "H", "C", "C", "C", "O", "C", "N", "H", "H", "H", "H", "H", "H", "H", "H", "H", "H", "H", "C", "C", "C", "O", "C", "N", "H", "H", "H", "H", "H", "H", "H", "H", "H", "H", "H"], "coordinates": [[1.505, -0.136, 6.242], [2.263, -0.628, 5.031], [2.805, 0.455, 4.278], [1.067, -0.901, 6.879], [0.763, 0.617, 5.966], [2.186, 0.471, 6.850], [1.657, -1.200, 4.328], [3.092, -1.238, 5.405], [3.458, 0.934, 4.798], [4.177, 0.032, -3.272], [4.647, -0.800, -4.461], [4.225, -2.132, -4.335], [3.112, 0.299, -3.280], [4.676, 0.993, -3.107], [4.246, -0.484, -2.311], [5.736, -0.810, -4.461], [4.270, -0.305, -5.361], [3.240, -2.220, -4.417], [1.149, 7.335, 1.165], [2.295, 6.541, 1.727], [3.525, 6.708, 1.036], [0.266, 7.223, 1.797], [0.846, 7.063, 0.153], [1.412, 8.395, 1.217], [2.029, 5.482, 1.672], [2.347, 6.873, 2.768], [4.128, 6.032, 1.353], [-3.155, 1.295, -2.840], [-2.468, 1.901, -3.143], [-3.970, 1.811, -2.881], [3.617, -4.008, 2.831], [3.434, -3.337, 1.480], [3.975, -1.900, 1.524], [3.727, -1.238, 0.288], [3.820, 0.160, 0.388], [4.092, -4.072, 0.385], [3.135, -3.490, 3.659], [4.682, -4.190, 2.986], [3.143, -4.991, 2.802], [2.391, -3.281, 1.160], [5.070, -1.969, 1.606], [3.618, -1.302, 2.368], [4.833, 0.504, 0.120], [3.567, 0.560, 1.370], [3.302, 0.634, -0.448], [5.099, -4.005, 0.520], [3.912, -3.502, -0.438], [0.721, 5.711, -2.700], [0.467, 5.529, -4.184], [1.329, 6.468, -5.024], [0.839, 6.416, -6.355], [1.654, 7.068, -7.291], [0.737, 4.106, -4.521], [-0.116, 5.235, -2.183], [0.653, 6.741, -2.344], [1.657, 5.284, -2.339], [-0.570, 5.741, -4.449], [2.396, 6.237, -4.970], [1.120, 7.472, -4.636], [1.649, 8.160, -7.171], [1.231, 6.953, -8.288], [2.696, 6.742, -7.257], [0.825, 4.099, -5.539], [1.715, 3.977, -4.253], [-0.319, -1.055, 1.008], [-0.929, -0.126, -0.064], [0.167, 0.648, -0.808], [0.853, 1.571, 0.007], [1.158, 2.818, -0.581], [-1.689, -0.955, -1.010], [0.337, -0.507, 1.684], [0.282, -1.783, 0.458], [-1.090, -1.568, 1.580], [-1.627, 0.589, 0.371], [-0.394, 1.237, -1.548], [0.887, -0.013, -1.306], [1.651, 3.432, 0.170], [0.221, 3.287, -0.896], [1.799, 2.736, -1.465], [-0.989, -1.406, -1.606], [-2.159, -0.318, -1.648], [-3.006, 0.681, 3.207], [-2.998, 1.750, 4.334], [-4.251, 1.799, 5.203], [-5.486, 1.919, 4.541], [-5.601, 3.048, 3.718], [-1.745, 1.684, 5.069], [-2.302, -0.143, 3.340], [-2.640, 1.082, 2.258], [-3.992, 0.271, 2.976], [-3.026, 2.674, 3.747], [-4.142, 2.609, 5.933], [-4.233, 0.896, 5.821], [-6.640, 3.297, 3.513], [-5.151, 2.891, 2.728], [-5.066, 3.927, 4.096], [-0.986, 1.830, 4.390], [-1.564, 0.745, 5.410], [0.146, -4.770, 2.233], [-0.455, -6.174, 2.359], [-0.409, -6.580, 3.841], [0.888, -6.542, 4.373], [1.688, -7.668, 4.083], [-1.836, -6.171, 1.856], [0.129, -4.361, 1.221], [1.216, -4.851, 2.446], [-0.257, -4.011, 2.907], [0.220, -6.811, 1.782], [-0.885, -7.563, 3.955], [-1.069, -5.933, 4.424], [1.176, -8.579, 4.401], [2.621, -7.581, 4.641], [1.971, -7.640, 3.026], [-1.806, -5.612, 0.998], [-2.308, -5.483, 2.446], [-2.348, -6.082, -1.922], [-1.428, -4.966, -1.412], [-0.823, -4.103, -2.535], [0.029, -3.075, -2.054], [1.290, -3.478, -1.588], [-2.220, -4.165, -0.456], [-3.308, -5.741, -2.318], [-2.589, -6.794, -1.133], [-1.880, -6.627, -2.746], [-0.628, -5.483, -0.871], [-1.690, -3.630, -3.009], [-0.334, -4.646, -3.350], [1.922, -3.858, -2.399], [1.267, -4.301, -0.865], [1.780, -2.651, -1.075], [-1.839, -3.218, -0.492], [-3.137, -4.097, -0.887], [-0.267, 3.945, 2.640], [0.918, 3.213, 3.219], [1.244, 3.613, 4.657], [1.565, 5.009, 4.643], [1.569, 5.623, 5.897], [0.592, 1.769, 3.135], [-0.592, 3.502, 1.698], [0.086, 4.952, 2.403], [-1.113, 3.984, 3.327], [1.788, 3.447, 2.590], [2.113, 3.080, 5.053], [0.369, 3.504, 5.306], [0.630, 5.643, 6.459], [1.886, 6.664, 5.817], [2.330, 5.155, 6.535], [1.377, 1.212, 3.513], [0.640, 1.599, 2.131], [1.733, -1.111, -6.862], [1.066, -0.957, -5.504], [-0.492, -1.001, -5.622], [-1.103, -0.015, -6.438], [-0.991, 1.311, -5.944], [1.481, -2.106, -4.714], [1.460, -0.328, -7.577], [1.364, -2.031, -7.319], [2.817, -1.026, -6.859], [1.257, -0.010, -4.997], [-0.962, -1.021, -4.631], [-0.759, -1.957, -6.078], [0.046, 1.501, -5.653], [-1.598, 1.443, -5.047], [-1.249, 1.991, -6.750], [1.349, -2.976, -5.224], [0.936, -2.263, -3.867], [-6.063, -2.885, -2.473], [-5.368, -1.642, -1.920], [-5.049, -1.765, -0.426], [-6.205, -2.060, 0.318], [-6.035, -1.970, 1.707], [-4.118, -1.450, -2.692], [-6.497, -2.868, -3.475], [-6.897, -3.259, -1.872], [-5.334, -3.701, -2.528], [-6.040, -0.794, -2.065], [-4.703, -0.767, -0.125], [-4.262, -2.499, -0.236], [-5.724, -0.968, 2.023], [-5.270, -2.658, 2.088], [-6.980, -2.229, 2.180], [-3.346, -1.824, -2.146], [-3.979, -0.438, -2.702]]}

---

Entry 3:
{"formula": "C42H22Cl2F15GeMgN6O2S", "method": "the ωB97M-V functional and the def2-TZVPD basis", "e_homo_ev": -4.8, "e_lumo_ev": 2.1, "charge": -1, "energy_ha": -7186.54534, "relative_energy_kcal_mol": 0.00, "elements": ["Mg", "Cl", "C", "C", "C", "N", "C", "O", "C", "C", "C", "C", "C", "N", "C", "C", "C", "Cl", "N", "C", "O", "C", "C", "C", "C", "C", "N", "H", "H", "H", "H", "H", "H", "H", "H", "H", "H", "F", "C", "C", "C", "F", "C", "F", "C", "F", "C", "F", "Ge", "S", "C", "C", "F", "C", "F", "C", "F", "C", "F", "C", "F", "C", "C", "F", "C", "F", "C", "F", "C", "F", "C", "F", "C", "C", "N", "C", "C", "N", "C", "C", "H", "H", "H", "H", "H", "H", "H", "H", "H", "H", "H", "H"], "coordinates": [[-0.005, -1.044, 0.357], [-6.279, -2.536, 2.941], [-4.737, -1.779, 2.622], [-3.794, -2.400, 1.810], [-2.614, -1.756, 1.474], [-1.639, -2.245, 0.581], [-1.782, -3.385, -0.097], [-2.617, -4.282, 0.033], [-0.749, -3.548, -1.232], [-0.811, -4.651, -2.081], [0.113, -4.737, -3.103], [1.042, -3.715, -3.271], [1.015, -2.651, -2.390], [0.145, -2.576, -1.380], [-2.318, -0.480, 2.015], [-3.257, 0.089, 2.883], [-4.453, -0.544, 3.194], [-5.531, 0.383, 4.228], [-1.051, 0.110, 1.770], [-0.863, 1.396, 2.169], [-1.727, 2.248, 2.339], [0.559, 1.812, 2.593], [0.676, 3.009, 3.290], [1.876, 3.366, 3.855], [2.963, 2.523, 3.674], [2.764, 1.356, 2.955], [1.593, 0.991, 2.434], [-4.017, -3.354, 1.415], [-1.566, -5.392, -1.886], [0.146, -5.570, -3.783], [1.771, -3.742, -4.073], [1.694, -1.810, -2.451], [-3.061, 1.053, 3.320], [-0.215, 3.612, 3.383], [2.016, 4.296, 4.382], [3.948, 2.747, 4.058], [3.576, 0.662, 2.762], [3.291, 2.875, -2.054], [2.439, 3.654, -2.723], [1.089, 3.384, -2.749], [0.278, 4.284, -3.415], [-1.017, 4.009, -3.524], [0.771, 5.425, -4.037], [-0.068, 6.251, -4.669], [2.137, 5.683, -3.976], [2.662, 6.737, -4.583], [2.968, 4.790, -3.312], [4.280, 5.043, -3.227], [0.195, 1.870, -1.910], [1.576, 0.675, -0.877], [-0.711, 0.772, -3.281], [-1.539, -0.260, -2.844], [-1.874, -0.312, -1.544], [-1.994, -1.251, -3.692], [-2.795, -2.220, -3.239], [-1.581, -1.225, -5.021], [-2.013, -2.142, -5.861], [-0.773, -0.191, -5.502], [-0.406, -0.122, -6.781], [-0.363, 0.796, -4.614], [0.423, 1.791, -5.087], [-1.147, 2.890, -0.858], [-2.519, 2.803, -0.980], [-3.101, 1.874, -1.758], [-3.387, 3.620, -0.270], [-4.708, 3.443, -0.374], [-2.866, 4.581, 0.571], [-3.666, 5.413, 1.243], [-1.494, 4.716, 0.692], [-0.976, 5.616, 1.534], [-0.659, 3.858, 0.005], [0.652, 3.950, 0.210], [1.039, -2.133, 2.998], [2.058, -2.810, 3.933], [2.978, -3.662, 3.183], [2.196, -4.598, 2.381], [1.341, -3.835, 1.350], [1.425, -2.379, 1.581], [2.824, -1.971, 1.400], [3.763, -2.808, 2.298], [0.995, -1.063, 3.138], [0.053, -2.543, 3.141], [1.576, -3.414, 4.694], [2.646, -2.047, 4.445], [1.552, -5.179, 3.048], [2.856, -5.309, 1.877], [0.293, -4.140, 1.373], [1.697, -4.034, 0.329], [2.875, -0.909, 1.604], [3.090, -2.100, 0.336], [4.412, -2.168, 2.898], [4.415, -3.435, 1.710]]}